# C41H41N4OPtSTe

C41H41N4OPtSTe as an isolated structure (ωB97M-V/def2-TZVPD, OMol25).

HOMO (alpha / beta)   -6.361 / -7.515 eV
Expectation value of S²   3.768
Frontier orbital gap (alpha / beta)   6.10 / 7.05 eV
Multiplicity   4
Max |F|   0.6 eV Å⁻¹
Net charge   0
M   960.55 g mol⁻¹

Last column: Löwdin spin population.
CARTESIAN COORDINATES (ANGSTROEM)
1 Pt -2.17168 -1.39302 0.49062  1.1983
2 C -3.92045 -1.57060 4.51980  0.0057
3 C -4.35142 -0.26263 4.70380  -0.0035
4 C -4.15240 0.66758 3.70060  0.0054
5 C -3.51753 0.30302 2.51033  0.0212
6 C -3.08588 -1.01934 2.31092  0.1404
7 C -3.30297 -1.94044 3.33274  0.0238
8 C -3.30572 1.26751 1.42100  0.0129
9 C -3.44090 2.66975 1.59014  0.0032
10 C -3.21739 3.50790 0.54470  -0.0006
11 C -2.86546 2.98575 -0.72239  0.0041
12 C -2.59972 3.79443 -1.84811  0.0009
13 C -2.24033 3.22821 -3.03971  -0.0003
14 C -2.13286 1.82911 -3.15233  0.0008
15 C -2.37595 1.02007 -2.07446  0.0019
16 C -2.74416 1.58291 -0.83353  0.0119
17 N -2.95319 0.76764 0.24140  0.1288
18 H -4.07258 -2.30604 5.30042  0.0009
19 H -4.84796 0.02655 5.62078  -0.0002
20 H -4.51474 1.67700 3.84482  0.0015
21 H -2.98621 -2.96971 3.20474  0.0046
22 H -3.69541 3.06795 2.56069  0.0007
23 H -3.29586 4.58072 0.67026  0.0000
24 H -2.67925 4.86965 -1.74958  0.0003
25 H -2.02764 3.85151 -3.89735  0.0000
26 H -1.83130 1.39514 -4.09684  0.0000
27 H -2.24222 -0.05347 -2.12159  -0.0006
28 C 5.17616 4.80876 -2.89221  -0.0003
29 C 4.15250 3.88227 -2.29439  -0.0021
30 C 3.48564 2.95201 -3.07602  0.0014
31 C 2.52044 2.10239 -2.54230  0.0045
32 C 1.86813 1.09267 -3.45222  0.0175
33 C 2.22404 2.18914 -1.17867  0.1224
34 Te 0.71023 0.86071 -0.34003  0.3368
35 N -0.33976 -1.19508 -0.43296  0.4162
36 C 0.31781 -2.11802 -1.12486  0.0450
37 O 1.29951 -1.92244 -1.84513  0.0523
38 C -0.22401 -3.53633 -1.04945  0.0278
39 C 0.03741 -4.38249 -2.12392  0.0020
40 C -0.46995 -5.67319 -2.14905  0.0062
41 C -1.22845 -6.14601 -1.08325  0.0005
42 C -1.47065 -5.32035 0.00712  0.0089
43 C -0.97401 -4.02291 0.01851  0.0499
44 C 1.97022 0.00992 1.13924  0.0058
45 C 1.48630 -0.06528 2.45277  0.0051
46 C 0.12084 0.40675 2.88220  0.0138
47 C 2.29685 -0.63273 3.43363  -0.0009
48 C 3.56358 -1.11336 3.15132  0.0041
49 C 4.42147 -1.72890 4.22258  0.0007
50 C 4.02001 -1.02043 1.84391  -0.0006
51 C 3.25010 -0.47245 0.82647  0.0047
52 C 3.83677 -0.41810 -0.55653  0.0024
53 C 2.87018 3.13385 -0.37277  0.0229
54 C 2.57019 3.27246 1.09525  0.0097
55 C 3.82750 3.96156 -0.94689  0.0076
56 H 5.57647 4.40642 -3.82173  0.0000
57 H 6.00578 4.97394 -2.20522  0.0000
58 H 4.73478 5.78238 -3.11405  -0.0002
59 H 3.72245 2.87833 -4.13172  0.0001
60 H 2.33078 0.11082 -3.34345  0.0001
61 H 1.95341 1.40395 -4.49427  0.0009
62 H 0.81382 0.95734 -3.21598  0.0109
63 H 0.64812 -4.00168 -2.93108  -0.0001
64 H -0.26709 -6.31832 -2.99450  0.0006
65 H -1.61886 -7.15468 -1.10068  0.0001
66 H -2.06210 -5.67390 0.84121  0.0006
67 H -1.16967 -3.38679 0.88604  0.0305
68 H -0.62050 -0.38665 2.75979  0.0082
69 H -0.22640 1.26188 2.30240  0.0054
70 H 0.13167 0.68989 3.93484  0.0007
71 H 1.91999 -0.69095 4.44887  -0.0001
72 H 3.94017 -1.66653 5.19743  0.0000
73 H 5.38820 -1.22803 4.28788  0.0002
74 H 4.61321 -2.78120 4.00713  0.0002
75 H 5.00740 -1.39650 1.59941  0.0000
76 H 4.62410 -1.16535 -0.65339  0.0002
77 H 4.27526 0.56063 -0.75831  0.0001
78 H 3.07565 -0.62788 -1.30987  0.0018
79 H 1.49356 3.31582 1.27472  0.0049
80 H 3.02185 4.17932 1.49468  0.0005
81 H 2.95459 2.42215 1.66003  0.0001
82 H 4.33270 4.69017 -0.32180  0.0017
83 N -3.35860 -3.73792 -2.23761  0.0379
84 C -4.02822 -2.71560 -1.70822  0.0579
85 N -4.50870 -1.77534 -2.53872  0.0296
86 S -4.33963 -2.60508 -0.02820  0.0776
87 H -3.08577 -3.74633 -3.20642  0.0016
88 H -2.89889 -4.38802 -1.61605  0.0001
89 H -4.19304 -1.70064 -3.49212  0.0014
90 H -4.93433 -0.96724 -2.11527  0.0000



# C41H42BCl2F4N2OP2Ti

C41H42BCl2F4N2OP2Ti as an isolated structure (ωB97M-V/def2-TZVPD, OMol25).

HOMO (alpha / beta)   -11.922 / -11.922 eV
Expectation value of S²   0.754
Frontier orbital gap (alpha / beta)   5.39 / 5.77 eV
Multiplicity   2
Max |F|   1.8 eV Å⁻¹
Net charge   +2
M   846.32 g mol⁻¹

Last column: Löwdin spin population.
CARTESIAN COORDINATES (ANGSTROEM)
1 Ti -0.42320 1.78965 1.06392  0.9605
2 C -0.80437 -2.63514 -0.08535  -0.0025
3 N 0.02671 -2.93250 -1.22397  -0.0002
4 C 1.17414 -2.12227 -1.49454  0.0007
5 P 0.87626 -0.33248 -1.14301  0.0024
6 C -0.67136 -0.05267 -2.09310  0.0002
7 C -1.57304 0.85820 -1.54198  -0.0007
8 C -2.81845 1.06666 -2.10681  0.0001
9 C -3.18663 0.34490 -3.23208  -0.0001
10 C -2.30151 -0.56459 -3.78787  0.0002
11 C -1.05243 -0.76756 -3.22562  -0.0001
12 C 2.26351 0.24191 -2.20314  0.0005
13 C 3.47871 0.36577 -1.53026  0.0005
14 C 4.62634 0.69498 -2.22632  0.0000
15 C 4.56082 0.91676 -3.59294  0.0002
16 C 3.35021 0.81461 -4.25945  0.0001
17 C 2.19538 0.47994 -3.56922  0.0002
18 C 0.04166 -4.25278 -1.69339  -0.0001
19 C -0.99305 -5.14282 -1.38806  0.0000
20 C -0.96594 -6.44229 -1.85796  0.0000
21 C 0.07032 -6.89272 -2.65817  0.0000
22 C 1.08895 -6.01475 -2.98456  0.0000
23 C 1.08295 -4.71913 -2.50529  0.0000
24 P -0.58910 -1.11771 1.01953  -0.0118
25 C -1.80926 -1.86498 2.20260  -0.0024
26 C -3.14456 -1.73206 1.82203  -0.0004
27 C -4.14653 -2.33947 2.55636  0.0001
28 C -3.82056 -3.09426 3.67173  -0.0003
29 C -2.49557 -3.23636 4.05206  0.0000
30 C -1.49142 -2.61123 3.33126  -0.0006
31 C 1.05416 -1.42908 1.77340  -0.0002
32 C 1.85383 -0.29905 1.92483  0.0088
33 C 3.11914 -0.37712 2.46808  0.0012
34 C 3.59784 -1.60305 2.90407  0.0006
35 C 2.80556 -2.73197 2.77753  -0.0003
36 C 1.55026 -2.66057 2.19078  0.0000
37 H -0.73691 -3.46079 0.64631  -0.0006
38 H -1.85673 -2.57393 -0.41484  -0.0001
39 H 1.44785 -2.21825 -2.55218  0.0001
40 H 2.05722 -2.41029 -0.88812  0.0000
41 H -1.27501 1.41540 -0.61759  0.0014
42 H -3.51592 1.77076 -1.67412  0.0000
43 H -4.16400 0.49579 -3.66073  0.0000
44 H -2.59249 -1.13830 -4.65252  0.0000
45 H -0.38890 -1.49730 -3.66305  0.0000
46 H 3.52028 0.16441 -0.46385  0.0001
47 H 5.57082 0.77003 -1.71210  0.0000
48 H 5.46048 1.16183 -4.13396  0.0000
49 H 3.30566 0.98384 -5.32431  0.0000
50 H 1.25256 0.39735 -4.09241  0.0000
51 H -1.82697 -4.82876 -0.78084  0.0000
52 H -1.76904 -7.10981 -1.59009  0.0000
53 H 0.07414 -7.90783 -3.02093  0.0000
54 H 1.90631 -6.33897 -3.60982  0.0000
55 H 1.91992 -4.09346 -2.76621  0.0000
56 H -3.39114 -1.16142 0.93180  0.0000
57 H -5.17810 -2.24166 2.25729  0.0000
58 H -4.60094 -3.58156 4.23276  0.0000
59 H -2.23759 -3.84605 4.90438  0.0000
60 H -0.46259 -2.71230 3.64543  0.0000
61 H 1.45708 0.65780 1.57079  0.0038
62 H 3.73160 0.50673 2.54743  0.0001
63 H 4.58691 -1.66784 3.32750  0.0001
64 H 3.16933 -3.68471 3.12925  0.0000
65 H 0.97688 -3.56680 2.05170  0.0000
66 O 1.15986 2.16859 -0.39744  0.0089
67 C 1.18513 3.19576 -1.40051  0.0005
68 C 1.80451 4.47653 -0.84736  0.0003
69 C 1.30701 4.74213 0.58240  0.0006
70 C -0.19428 4.86098 0.59551  0.0030
71 C -0.72619 6.14804 0.63512  -0.0008
72 C -2.08608 6.35175 0.51156  0.0041
73 C -2.89170 5.24057 0.30394  -0.0005
74 C -2.30872 3.99179 0.29009  0.0061
75 N -0.99140 3.77666 0.47058  -0.0004
76 H 2.08924 2.00310 -0.15262  0.0014
77 H 0.14609 3.35654 -1.70785  0.0000
78 H 1.75196 2.82865 -2.26463  -0.0002
79 H 1.53530 5.31341 -1.49209  0.0000
80 H 2.89302 4.39125 -0.83015  0.0000
81 H 1.73456 5.68094 0.93341  0.0000
82 H 1.67667 3.96388 1.25237  0.0003
83 H -0.05711 6.98584 0.74988  -0.0001
84 H -2.50897 7.34240 0.54580  0.0002
85 H -3.95239 5.34416 0.15538  -0.0001
86 H -2.93217 3.12124 0.10181  0.0008
87 Cl -0.72143 0.52196 3.69699  0.0109
88 C -2.41919 0.96652 3.63545  0.0049
89 Cl -2.75524 1.39756 1.96026  0.0052
90 H -2.60937 1.83569 4.26843  0.0000
91 H -3.04003 0.11262 3.90567  0.0004
92 F 0.61401 2.49908 2.32298  -0.0075
93 B -0.11318 3.83385 3.76407  0.0001
94 F -1.31039 3.64514 3.18753  0.0010
95 F 0.57922 4.87990 3.42045  -0.0001
96 F 0.17078 3.13480 4.82094  0.0000



Question: Among the records above, which one has the lowest expectation value of S²?
Answer: C41H42BCl2F4N2OP2Ti



Question: What is the expectation value of S² in the first record?
Answer: 3.768



Question: Which of these has the highest M?
Answer: C41H41N4OPtSTe